Entry 1:
The following is a DFT calculation (ωB97M-V/def2-TZVPD) of one molecule with the formula C3H5N3 at a distorted geometry.

```
11
Properties=species:S:1:pos:R:3:mulliken_charge:R:1
C 1.0611 0.9074 -0.3042 -0.12
C 2.2265 -0.0913 -0.0545 0.13
C -1.9947 -0.5446 0.1559 -0.79
N -0.0989 0.7394 0.0935 0.19
N 2.0664 -1.1499 0.4496 -0.47
N -0.8348 -0.0609 0.7063 -0.59
H 1.5409 1.7542 -0.6677 0.32
H 3.1504 0.3909 -0.3792 0.30
H -1.9442 -1.0114 -0.7585 0.35
H -2.4544 -1.1696 0.8001 0.36
H -2.7181 0.2359 -0.0412 0.32
```

Results
HOMO level (spin up / spin down) (eV): -9.17 / -8.13
Net charge: 0
DFT total energy (eV): -7656.945
Frontier orbital gap (spin up / spin down) (eV): 9.04 / 7.68
Strongest force on any atom (eV/A): 3.91

Entry 2:
The following is a DFT calculation (ωB97M-V/def2-TZVPD) of one molecule with the formula C3H5N3 at a distorted geometry.

```
11
Properties=species:S:1:pos:R:3:mulliken_charge:R:1
N 1.1701 -0.7173 -1.2222 -0.55
C 0.2298 -0.1713 -0.3208 -0.34
C 0.5754 0.5304 0.9161 0.00
N -0.3289 0.9573 1.7141 -0.66
N -2.2695 0.0414 -0.0230 -0.54
C -1.1000 -0.2107 -0.2678 0.66
H 0.9438 -0.5425 -2.1939 0.25
H 1.3703 -1.6994 -1.0892 0.23
H 1.6533 0.5708 1.0882 0.40
H 0.0600 1.4017 2.5358 0.23
H -2.3006 -0.1470 -1.0954 0.33
```

Results
SMILES: [H]/N=C/C(N)=C=N
HOMO level (eV): -8.11
Net charge: 0
DFT total energy (eV): -7658.441
Frontier orbital gap (eV): 8.47
Strongest force on any atom (eV/A): 2.03

Entry 3:
The following is a DFT calculation (ωB97M-V/def2-TZVPD) of an isolated ion of composition C3H5N3 and charge +2 at a distorted geometry.

```
11
Properties=species:S:1:pos:R:3:mulliken_charge:R:1
C 0.2037 -0.4186 1.4681 0.01
C -0.3850 -0.5037 -0.7704 0.41
C 0.1119 -0.2853 -1.9249 -0.41
N 0.4508 1.7356 0.6911 -0.34
N 0.3589 0.8352 1.3864 0.56
N -0.5275 -0.9852 0.4015 -0.04
H 0.4050 -0.9669 2.3685 0.41
H 0.8415 -0.8623 -2.5308 0.33
H 0.0329 2.7349 0.7061 0.40
H -0.3901 0.4289 -2.5778 0.34
H -1.1021 -1.7125 0.7821 0.32
```

Results
HOMO level (eV): -21.00
Net charge: +2
DFT total energy (eV): -7637.005
Frontier orbital gap (eV): 8.69
Strongest force on any atom (eV/A): 5.26

Entry 4:
The following is a DFT calculation (ωB97M-V/def2-TZVPD) of one molecule with the formula C3H5N3O at a distorted geometry.

```
12
Properties=species:S:1:pos:R:3:mulliken_charge:R:1
N 1.8252 -0.1687 0.0763 -0.43
C 0.4468 -0.1934 0.1889 0.54
C -0.4561 0.9408 0.3518 -0.17
N -1.6020 0.5918 -0.4066 -0.10
C -1.6527 -0.7742 -0.5385 -0.46
O -0.3691 0.0267 1.4300 -0.54
N -0.3318 -1.1591 -0.4864 -0.01
H 2.3908 -0.9762 -0.1019 0.17
H 2.3610 0.6744 0.0435 0.18
H -0.1723 1.9783 0.5493 0.41
H -2.4442 1.1431 -0.3715 0.23
H 0.0046 -2.0835 -0.7349 0.18
```

Results
HOMO level (eV): -8.54
Net charge: 0
DFT total energy (eV): -9706.884
Frontier orbital gap (eV): 9.35
Strongest force on any atom (eV/A): 2.53

Entry 5:
The following is a DFT calculation (ωB97M-V/def2-TZVPD) of one molecule with the formula C3H5N3O at a distorted geometry.

```
12
Properties=species:S:1:pos:R:3:mulliken_charge:R:1
C 0.1173 0.6770 0.6341 -0.31
C 1.2351 -0.2225 0.2083 0.47
C -0.5927 -0.9863 -0.7406 -0.01
H -2.7868 1.0560 -0.4114 0.37
H 0.4849 1.7170 0.3865 0.21
H -0.1205 0.8058 1.6704 0.28
H 3.1913 -0.4699 -0.0127 0.28
H -1.2877 -1.8379 -1.2052 0.30
N -1.0360 0.1237 -0.2951 0.15
N 2.5015 0.2093 0.3872 -0.66
N 0.6585 -1.2361 -0.5902 -0.64
O -2.3650 0.1641 -0.0313 -0.43
```

Results
SMILES: [H]/N=C1/CN(O)C=N1
HOMO level (eV): -8.73
Net charge: 0
DFT total energy (eV): -9706.309
Frontier orbital gap (eV): 9.07
Strongest force on any atom (eV/A): 5.92

Entry 6:
The following is a DFT calculation (ωB97M-V/def2-TZVPD) of one molecule with the formula C3H5N3O at a distorted geometry.

```
12
Properties=species:S:1:pos:R:3:mulliken_charge:R:1
C 0.7043 -0.3570 -0.0604 0.56
C 1.1555 0.8963 -0.0364 -0.43
C -0.7529 -0.2182 0.0575 0.17
H 2.5528 -1.0836 0.1305 0.27
H 1.3195 -2.0965 0.7130 0.26
H 2.0861 1.3574 -0.2425 0.41
H -1.6328 -1.9780 -0.6160 0.25
H -2.7243 -0.7467 -0.1089 0.29
N 1.5532 -1.4713 -0.0535 -0.61
N -1.0830 1.0683 0.0286 -0.48
N -1.7461 -1.1985 0.0429 -0.55
O 0.0861 1.7290 0.0291 -0.14
```

Results
SMILES: Nc1conc1N
HOMO level (eV): -8.58
Net charge: 0
DFT total energy (eV): -9707.841
Frontier orbital gap (eV): 9.41
Strongest force on any atom (eV/A): 2.73

Entry 7:
The following is a DFT calculation (ωB97M-V/def2-TZVPD) of C3H5N3O as an isolated structure at a distorted geometry.

```
12
Properties=species:S:1:pos:R:3:mulliken_charge:R:1
N 0.5956 0.3779 -0.9446 -0.17
N 1.0877 -0.1580 1.2896 -0.32
C 1.4935 -0.5446 0.0358 0.43
C -0.5649 0.2590 -0.2719 0.44
N -1.7844 0.6409 -0.7508 -0.43
C -0.2557 -0.5373 0.8276 -0.64
O 2.4727 -1.1230 -0.3562 -0.52
H 0.7774 1.0470 -1.6792 0.18
H 1.4815 -0.7018 2.0469 0.27
H -2.5702 0.5661 -0.1263 0.22
H -1.8177 1.2422 -1.5592 0.21
H -0.9155 -1.0685 1.4884 0.34
```

Results
HOMO level (eV): -7.10
Net charge: 0
DFT total energy (eV): -9707.407
Frontier orbital gap (eV): 7.82
Strongest force on any atom (eV/A): 4.59

Entry 8:
The following is a DFT calculation (ωB97M-V/def2-TZVPD) of one molecule with the formula C3H5N3O.

```
12
Properties=species:S:1:pos:R:3:mulliken_charge:R:1
O -2.2785 0.8433 -0.8351 -0.50
C -1.6676 -0.0096 0.1056 -0.35
C -0.1663 -0.0274 0.0162 0.49
N 0.5562 1.0621 -0.1724 -0.67
N 1.8100 0.5727 -0.1813 0.21
C 1.7977 -0.7595 -0.0031 -0.06
N 0.5583 -1.1790 0.1230 -0.55
H -1.9989 0.5631 -1.7145 0.33
H -2.0172 -1.0489 0.0262 0.23
H -1.9736 0.3666 1.0866 0.24
H 2.5907 1.1931 -0.3263 0.21
H 2.6921 -1.3700 0.0076 0.42
```

Results
SMILES: OCc1nc[nH]n1
HOMO level (eV): -9.91
Net charge: 0
DFT total energy (eV): -9709.382
Frontier orbital gap (eV): 10.76
Strongest force on any atom (eV/A): 0.36